No. 1
# C22H27CaN8O6

C22H27CaN8O6 as an isolated structure at a distorted geometry (ωB97M-V/def2-TZVPD, OMol25).

XYZ file:
```
64
Properties=species:S:1:pos:R:3:forces:R:3
Ca -0.4248 0.0091 -0.0419 0.64 0.78 -0.45
C -1.5254 0.3213 3.9869 -0.11 0.00 -0.06
C -2.4457 0.1629 2.8243 -0.09 -0.05 -0.17
N -2.0915 -0.0235 1.5636 -0.94 -0.15 0.62
C -3.2692 -0.1592 0.8431 0.20 -0.04 -0.08
C -4.3355 -0.0370 1.6842 0.05 0.05 0.05
N -3.7921 0.1607 2.9234 0.01 0.04 0.21
C -5.8148 -0.0894 1.5452 -0.08 0.08 0.18
O -6.2759 -0.2281 0.3304 -0.28 0.04 0.16
O -6.5004 0.0058 2.5363 0.06 -0.03 0.00
C -3.2323 -0.4997 -0.6207 0.06 -0.22 -0.21
O -4.2863 -0.4565 -1.2677 0.33 -0.03 0.12
O -2.0759 -0.8313 -1.0619 -1.89 -0.47 -0.47
H -0.5616 -0.1191 3.7421 0.03 -0.02 -0.02
H -1.9301 -0.1792 4.8683 0.02 0.03 -0.05
H -1.3809 1.3744 4.2334 -0.01 0.00 -0.01
H -4.3623 0.2701 3.7509 0.01 -0.01 -0.02
H -5.5206 -0.2628 -0.3282 0.05 -0.10 -0.38
N 0.5210 -1.8950 -1.3068 0.07 -0.49 0.27
C 1.1536 -2.8016 -0.3196 -0.29 0.20 -0.06
C 0.7229 -4.2647 -0.4816 -0.14 0.07 0.05
C -0.7860 -4.5595 -0.5259 0.09 -0.03 0.13
C -1.5904 -4.3521 0.7688 0.18 0.01 -0.16
N -0.9192 -4.8397 1.9745 0.39 0.40 -0.19
C -0.7393 -6.1022 2.2893 0.06 -0.38 0.11
N -1.4965 -7.0720 1.7625 0.01 0.08 0.02
N 0.2258 -6.4166 3.1654 -0.18 0.13 -0.15
C 1.0466 -2.2125 1.1132 0.14 -0.22 0.67
O 1.2062 -2.9807 2.0873 -0.41 -0.01 -0.50
O 0.8668 -0.9602 1.1901 1.55 -1.64 1.39
H -0.4618 -2.1378 -1.4331 0.13 -0.01 -0.11
H 0.9570 -1.9971 -2.2099 0.14 0.00 -0.16
H 2.2293 -2.7738 -0.4873 0.14 0.04 -0.14
H 1.2172 -4.8630 0.2846 -0.02 0.01 0.06
H 1.1244 -4.6031 -1.4383 0.04 -0.07 -0.02
H -0.9048 -5.5955 -0.8503 0.02 -0.02 -0.03
H -1.2589 -3.9499 -1.3019 -0.10 -0.11 0.05
H -2.5675 -4.8229 0.6769 -0.12 0.05 0.00
H -1.7763 -3.2943 0.9349 -0.03 0.11 0.09
H -0.1607 -4.2162 2.2793 0.06 0.26 -0.05
H -2.2927 -6.8405 1.1947 0.02 0.00 0.02
H -1.4215 -8.0168 2.0894 0.01 -0.09 0.01
H 0.8643 -5.6986 3.4673 0.04 -0.02 0.03
H 0.3741 -7.3565 3.4805 0.00 -0.06 0.02
C 0.3758 3.5486 2.7334 0.00 0.09 0.08
C -0.2677 4.5636 2.0449 0.00 0.03 0.04
C -0.6708 4.3548 0.7361 -0.08 0.21 -0.01
C -0.4224 3.1282 0.1455 0.25 -0.26 0.03
N 0.1506 2.1253 0.8334 0.20 0.86 0.30
C 0.5528 2.3376 2.0899 -0.11 -0.16 -0.27
C -0.7046 2.8345 -1.2964 0.12 -0.13 -0.06
C -1.1776 3.7848 -2.1869 -0.11 0.13 0.00
C -1.3756 3.4280 -3.5121 -0.02 0.08 -0.01
C -1.0841 2.1389 -3.9223 0.00 0.03 -0.09
C -0.6044 1.2521 -2.9771 -0.03 0.12 0.20
N -0.4193 1.5855 -1.6980 -0.07 0.92 -0.99
H 0.7276 3.6904 3.7476 -0.02 -0.02 -0.07
H -0.4462 5.5196 2.5179 0.00 0.01 0.01
H -1.1654 5.1475 0.1922 0.04 -0.03 0.02
H 1.0292 1.4932 2.5821 -0.06 0.08 -0.08
H -1.3912 4.7937 -1.8618 0.00 -0.05 -0.03
H -1.7535 4.1568 -4.2186 0.02 -0.03 0.04
H -1.2276 1.8252 -4.9482 0.02 0.02 0.08
H -0.3687 0.2286 -3.2427 -0.04 0.01 0.02
```
Forces are in eV/Å.

Values from the calculation:
Total charge: +1
Max |F| in eV Å⁻¹: 2.65
DFT total energy in a.u.: -2421.757169

Here is what natural (NBO) gives for the atomic charges, in e: number 1, Ca, carries 1.756; number 2, C, carries -0.669; number 3, C, carries 0.409; number 4, N, carries -0.588; number 5, C, carries -0.026; number 6, C, carries 0.006; number 7, N, carries -0.480; number 8, C, carries 0.762; number 9, O, carries -0.652; number 10, O, carries -0.595; number 11, C, carries 0.782; number 12, O, carries -0.661; number 13, O, carries -0.879; number 14, H, carries 0.257; number 15, H, carries 0.236; number 16, H, carries 0.237; number 17, H, carries 0.450; number 18, H, carries 0.508; number 19, N, carries -0.899; number 20, C, carries -0.176; number 21, C, carries -0.414; number 22, C, carries -0.424; number 23, C, carries -0.230; number 24, N, carries -0.572; number 25, C, carries 0.678; number 26, N, carries -0.775; number 27, N, carries -0.769; number 28, C, carries 0.786; number 29, O, carries -0.751; number 30, O, carries -0.845; number 31, H, carries 0.390; number 32, H, carries 0.382; number 33, H, carries 0.231; number 34, H, carries 0.222; number 35, H, carries 0.221; number 36, H, carries 0.214; number 37, H, carries 0.224; number 38, H, carries 0.205; number 39, H, carries 0.233; number 40, H, carries 0.460; number 41, H, carries 0.423; number 42, H, carries 0.419; number 43, H, carries 0.434; number 44, H, carries 0.417; number 45, C, carries -0.250; number 46, C, carries -0.139; number 47, C, carries -0.241; number 48, C, carries 0.249; number 49, N, carries -0.540; number 50, C, carries 0.056; number 51, C, carries 0.140; number 52, C, carries -0.218; number 53, C, carries -0.132; number 54, C, carries -0.238; number 55, C, carries 0.087; number 56, N, carries -0.535; number 57, H, carries 0.236; number 58, H, carries 0.233; number 59, H, carries 0.227; number 60, H, carries 0.223; number 61, H, carries 0.226; number 62, H, carries 0.234; number 63, H, carries 0.238; number 64, H, carries 0.204

=====

No. 2
# C22H27CeCl2NO2

C22H27CeCl2NO2 as an isolated structure at a distorted geometry (ωB97M-V/def2-TZVPD, OMol25).

XYZ file:
```
55
Properties=species:S:1:pos:R:3:forces:R:3
C -0.5739 1.6306 -2.7742 0.62 -0.83 -0.22
C -0.5983 0.2731 -3.2356 1.11 0.84 0.46
C 0.7345 -0.2493 -3.1400 -0.38 1.69 0.15
C -1.7369 -0.4540 -3.8359 -0.43 -0.57 0.14
C 1.5861 0.8109 -2.6906 -1.18 -0.09 -0.38
C 0.7828 1.9572 -2.4384 -0.20 -0.83 -0.26
C 1.3085 3.2760 -1.9892 0.01 0.20 0.00
C -1.7362 2.5571 -2.7567 -0.22 0.22 -0.15
C 1.1615 -1.6151 -3.5053 -0.01 -0.91 0.31
C 3.0579 0.7184 -2.5288 0.22 0.00 0.38
Ce -0.2166 0.3017 -0.3871 0.21 -0.75 -0.36
Cl -1.5162 -3.1467 -1.7395 0.23 0.01 0.22
Cl -2.8327 0.2294 -0.5052 -0.42 0.22 -0.07
O 1.7907 -0.2533 -0.1114 -1.00 -1.21 -0.85
H -2.6764 0.0676 -3.6603 -0.09 -0.02 0.05
H -1.8032 -1.4514 -3.3706 -0.20 0.24 -0.22
H -1.6282 -0.5946 -4.9196 0.14 0.11 0.01
H 0.3761 -2.3189 -3.1805 0.33 0.02 -0.16
H 2.0757 -1.8616 -2.9508 -0.09 -0.13 -0.12
H 1.3633 -1.8043 -4.5735 -0.09 0.34 0.13
H 3.3147 -0.2542 -2.1090 0.14 0.02 0.03
H 3.3983 1.4809 -1.8264 0.13 -0.04 0.09
H 3.6380 0.8658 -3.4461 -0.20 -0.04 -0.17
H 2.2038 3.1429 -1.3756 -0.18 0.13 0.15
H 0.5532 3.8252 -1.4275 0.09 0.02 0.19
H 1.6009 3.9227 -2.8216 0.02 0.01 -0.21
H -2.6562 2.0193 -2.5102 0.12 0.21 0.09
H -1.8815 3.0377 -3.7293 -0.01 0.06 -0.15
H -1.5782 3.3644 -2.0367 -0.17 -0.06 0.11
H 2.3272 0.2672 0.4341 1.32 1.10 1.38
O -0.0105 2.1015 0.6833 -0.28 1.18 0.06
H -0.2565 3.0298 0.8996 0.26 -1.31 -0.26
C 1.6800 -4.2920 2.9265 0.07 0.03 0.69
C 1.5516 -3.8371 1.6152 -0.02 -0.18 -0.47
C 0.7512 -2.7663 1.2763 -0.26 0.32 0.24
C 0.1163 -1.9806 2.2851 0.06 0.14 0.55
C 0.2660 -2.4292 3.6331 -0.06 0.24 -0.07
C 1.0136 -3.5654 3.9276 0.13 -0.33 0.08
N -0.5877 -0.8661 1.9466 -0.15 0.30 -1.38
C -1.1722 0.0188 2.8522 0.31 -0.02 0.38
C -2.5627 0.2674 2.8605 0.32 -0.24 -0.14
C -3.1153 1.2089 3.7221 -0.01 -0.13 -0.04
C -2.3159 1.9555 4.5797 -0.22 0.38 0.56
C -0.9404 1.7585 4.5454 0.77 -0.23 0.14
C -0.3692 0.7936 3.7181 -0.14 -0.09 -0.03
H 2.2719 -5.1932 3.1711 -0.35 0.63 -0.15
H 2.0796 -4.3431 0.8040 -0.22 -0.04 0.19
H 0.5735 -2.5355 0.2222 0.14 -0.12 0.40
H -0.2155 -1.8346 4.4301 0.29 -0.52 -0.43
H 1.0780 -3.9088 4.9705 -0.01 0.18 -0.39
H -3.1765 -0.2845 2.1478 0.15 0.15 0.28
H -4.1916 1.3513 3.7308 0.03 0.01 -0.04
H -2.7613 2.6541 5.3182 0.30 -0.40 -0.69
H -0.2615 2.3420 5.1781 -0.37 -0.11 -0.09
H 0.7167 0.6102 3.6973 -0.58 0.23 0.04
```
Forces are in eV/Å.

Values from the calculation:
Total charge: -2
Max |F| in eV Å⁻¹: 2.21
ΔE to the lowest compared entry with this formula, charge and spin in kJ/mol: 78.2

Here is what Löwdin gives for the atomic charges, in e: number 1, C, carries -0.332; number 2, C, carries -0.299; number 3, C, carries -0.264; number 4, C, carries -0.090; number 5, C, carries -0.274; number 6, C, carries -0.297; number 7, C, carries -0.058; number 8, C, carries -0.079; number 9, C, carries -0.064; number 10, C, carries -0.060; number 11, Ce, carries 0.761; number 12, Cl, carries -0.360; number 13, Cl, carries 0.114; number 14, O, carries -0.316; number 15, H, carries 0.059; number 16, H, carries -0.033; number 17, H, carries 0.076; number 18, H, carries -0.005; number 19, H, carries 0.073; number 20, H, carries 0.075; number 21, H, carries 0.066; number 22, H, carries 0.063; number 23, H, carries 0.074; number 24, H, carries 0.070; number 25, H, carries 0.060; number 26, H, carries 0.072; number 27, H, carries 0.030; number 28, H, carries 0.072; number 29, H, carries 0.071; number 30, H, carries -0.005; number 31, O, carries -0.372; number 32, H, carries 0.042; number 33, C, carries -0.166; number 34, C, carries -0.126; number 35, C, carries -0.057; number 36, C, carries -0.288; number 37, C, carries -0.056; number 38, C, carries -0.155; number 39, N, carries -0.038; number 40, C, carries -0.328; number 41, C, carries -0.051; number 42, C, carries -0.118; number 43, C, carries -0.152; number 44, C, carries -0.131; number 45, C, carries -0.052; number 46, H, carries 0.075; number 47, H, carries 0.096; number 48, H, carries 0.050; number 49, H, carries 0.096; number 50, H, carries 0.079; number 51, H, carries 0.071; number 52, H, carries 0.087; number 53, H, carries 0.086; number 54, H, carries 0.086; number 55, H, carries 0.122

=====

No. 3
# C22H27Cl2F2N3O6

A 2-piece molecular cluster, C22H27Cl2F2N3O6 overall at a distorted geometry (ωB97M-V/def2-TZVPD, OMol25).

XYZ file:
```
62
Properties=species:S:1:pos:R:3:forces:R:3
C -4.5167 -0.6426 4.7726 -0.28 -0.17 0.03
C -4.8869 -1.3313 3.6954 0.13 -0.28 -0.08
C -4.5123 -0.8798 2.3332 -0.94 0.98 0.38
O -4.6326 0.2678 1.9910 0.15 0.32 -0.33
O -4.0308 -1.8433 1.5251 -0.64 0.19 0.18
C -4.0580 -1.4429 0.1398 0.98 -0.55 -0.52
C -3.2071 -2.4562 -0.6088 0.07 0.08 0.61
C -1.7055 -2.2162 -0.3318 -0.12 -0.75 -0.27
C -0.8879 -1.8729 -1.5762 -0.55 0.37 -0.22
C -0.8002 -0.3819 -1.9223 0.64 -0.09 0.12
C -0.3608 0.5302 -0.7591 -0.01 0.75 -0.59
C 0.9901 1.1969 -0.9283 0.47 -0.04 0.30
C 1.9387 1.0334 0.1135 0.23 0.20 -0.14
N 1.6936 0.3284 1.3198 -0.11 0.29 -0.22
C 3.1973 1.6210 -0.0401 -0.09 -0.29 0.35
C 3.5374 2.3451 -1.1552 -0.44 0.13 -0.37
C 2.6116 2.5258 -2.1699 0.28 0.23 0.15
O 2.9970 3.2674 -3.2821 -0.79 -0.02 0.11
N 3.6221 2.3190 -4.2364 0.11 -0.58 -0.10
O 2.9790 2.1971 -5.1831 0.17 0.37 0.00
C 1.3220 1.9721 -2.0657 0.25 -0.18 -0.13
C 0.3529 2.2768 -3.1978 0.09 0.72 0.43
C -0.9035 3.0141 -2.7252 0.28 -0.53 -0.57
F -0.5555 3.9447 -1.7672 -0.13 0.06 0.22
C 4.9314 2.8538 -1.0151 -0.95 -0.68 0.68
O 5.5413 3.5982 -1.7057 0.74 0.46 -0.81
N 5.4277 2.2994 0.1959 0.45 -0.92 -0.25
C 6.6517 1.5045 0.0544 0.42 0.69 0.83
C 7.5552 1.6434 1.2532 -0.09 -0.10 -0.10
F 6.3071 0.1685 -0.0968 -0.11 -0.16 -0.26
C 4.3876 1.6034 0.8850 -1.01 0.44 -0.83
O 4.4605 1.1427 1.9752 0.49 -0.37 0.67
H -4.3777 -1.1739 5.7040 -0.88 0.24 0.37
H -4.3983 0.4313 4.7662 1.07 -0.01 -0.32
H -5.4871 -2.2239 3.7766 0.87 -0.68 0.08
H -3.5661 -0.4811 0.0427 -0.32 0.34 0.01
H -5.0807 -1.3994 -0.2212 -0.18 0.07 0.14
H -3.4502 -2.4376 -1.6687 0.07 0.13 -0.14
H -3.4606 -3.4471 -0.2382 -0.23 -0.14 -0.12
H -1.6218 -1.4802 0.4638 0.16 0.13 0.03
H -1.2987 -3.1379 0.0793 0.08 -0.05 0.14
H 0.1099 -2.3047 -1.5593 0.17 0.06 0.32
H -1.3899 -2.3528 -2.4173 0.12 -0.17 -0.14
H -1.7163 -0.0158 -2.3815 -0.28 -0.06 0.16
H -0.0455 -0.2946 -2.6973 0.05 -0.07 -0.23
H -0.3591 0.0071 0.1836 -0.08 -0.23 0.05
H -1.0821 1.3404 -0.6573 -0.17 0.00 0.23
H 1.9730 -0.6402 1.2944 0.09 -0.02 0.14
H 0.7592 0.4420 1.6736 -0.08 -0.18 -0.01
H 0.0929 1.4134 -3.7997 -0.15 -0.19 0.04
H 0.8539 2.9692 -3.8609 0.22 0.01 -0.17
H -1.3323 3.5491 -3.5695 -0.14 0.05 -0.03
H -1.6428 2.3212 -2.3356 -0.19 0.15 0.29
H 7.1572 1.8142 -0.8548 -0.09 0.16 -0.17
H 7.1163 1.1544 2.1168 -0.16 0.02 0.09
H 7.6618 2.7040 1.4533 0.19 0.10 0.11
H 8.5216 1.1915 1.0535 0.13 0.01 -0.05
C -5.8284 -5.8449 3.6644 0.06 -0.08 0.00
Cl -4.8403 -4.6093 2.8776 0.04 -0.22 -0.08
Cl -7.4531 -5.2500 4.0302 -0.01 -0.02 0.02
H -5.9122 -6.6976 3.0019 -0.05 0.04 -0.05
H -5.3489 -6.1333 4.5920 -0.01 0.07 0.03
```
Forces are in eV/Å.

Values from the calculation:
SMILES: C=CC(=O)OCCCCCCc1c(N)c2c(c(ON=O)c1CCF)C(=O)N([C@@H](C)F)C2=O.ClCCl
Max |F| in eV Å⁻¹: 1.40
DFT total energy in a.u.: -2590.213722

Here is what natural (NBO) gives for the atomic charges, in e: number 1, C, carries -0.317; number 2, C, carries -0.300; number 3, C, carries 0.756; number 4, O, carries -0.594; number 5, O, carries -0.516; number 6, C, carries -0.070; number 7, C, carries -0.425; number 8, C, carries -0.398; number 9, C, carries -0.395; number 10, C, carries -0.396; number 11, C, carries -0.473; number 12, C, carries 0.087; number 13, C, carries 0.166; number 14, N, carries -0.825; number 15, C, carries -0.135; number 16, C, carries -0.184; number 17, C, carries 0.350; number 18, O, carries -0.456; number 19, N, carries 0.423; number 20, O, carries -0.202; number 21, C, carries -0.066; number 22, C, carries -0.491; number 23, C, carries 0.067; number 24, F, carries -0.362; number 25, C, carries 0.695; number 26, O, carries -0.510; number 27, N, carries -0.533; number 28, C, carries 0.360; number 29, C, carries -0.646; number 30, F, carries -0.367; number 31, C, carries 0.708; number 32, O, carries -0.504; number 33, H, carries 0.201; number 34, H, carries 0.214; number 35, H, carries 0.226; number 36, H, carries 0.194; number 37, H, carries 0.192; number 38, H, carries 0.207; number 39, H, carries 0.217; number 40, H, carries 0.197; number 41, H, carries 0.213; number 42, H, carries 0.206; number 43, H, carries 0.204; number 44, H, carries 0.200; number 45, H, carries 0.208; number 46, H, carries 0.216; number 47, H, carries 0.228; number 48, H, carries 0.385; number 49, H, carries 0.373; number 50, H, carries 0.230; number 51, H, carries 0.243; number 52, H, carries 0.171; number 53, H, carries 0.154; number 54, H, carries 0.185; number 55, H, carries 0.239; number 56, H, carries 0.227; number 57, H, carries 0.216; number 58, C, carries -0.398; number 59, Cl, carries -0.016; number 60, Cl, carries -0.025; number 61, H, carries 0.222; number 62, H, carries 0.222